64
Properties=species:S:1:pos:R:3 method="wB97M-V/def2-TZVPD" total_charge=0 homo_energy_ev=-8.7 e_tot_ev=-82621.4049 largest_force_ha_per_bohr=0.0542
C 2.433 -2.208 3.878
C 1.709 -3.304 3.014
O 0.963 -4.103 3.946
S -0.155 -5.106 3.220
O -0.342 -4.734 1.793
O -1.615 -4.694 3.954
C -1.631 -3.386 4.549
C -1.505 -2.207 3.523
C -2.406 -1.001 4.014
S -4.088 -0.996 3.277
H 1.604 -1.653 4.381
H 3.034 -2.642 4.698
H 2.971 -1.467 3.256
H 2.507 -3.879 2.506
H 1.079 -2.747 2.298
H -2.642 -3.276 5.002
H -0.928 -3.284 5.405
H -1.889 -2.603 2.563
H -0.482 -1.800 3.439
H -2.450 -0.976 5.120
H -1.884 -0.079 3.680
H -3.811 -1.103 1.937
C -5.740 1.391 -3.048
C -6.572 1.834 -1.862
O -7.024 0.700 -1.105
C -6.156 0.215 -0.219
O -5.063 0.647 -0.024
C -6.780 -0.949 0.544
F -7.440 -1.784 -0.261
F -7.653 -0.520 1.457
F -5.862 -1.669 1.185
H -6.295 0.677 -3.659
H -5.466 2.247 -3.665
H -4.826 0.892 -2.721
H -7.468 2.348 -2.208
H -6.025 2.530 -1.225
C 4.793 0.158 -1.814
C 6.051 0.226 -0.972
O 5.778 0.832 0.302
C 5.288 0.019 1.234
O 5.065 -1.143 1.084
C 5.091 0.779 2.542
F 4.537 1.978 2.354
F 6.252 0.987 3.168
F 4.304 0.116 3.388
H 4.349 1.145 -1.910
H 5.018 -0.227 -2.809
H 4.047 -0.489 -1.352
H 6.791 0.859 -1.461
H 6.502 -0.759 -0.843
C 2.295 3.895 -6.546
C 1.440 4.355 -5.383
O 1.003 3.235 -4.597
C 1.869 2.793 -3.688
O 2.951 3.253 -3.492
C 1.260 1.639 -2.898
F 0.626 0.768 -3.685
F 0.367 2.077 -2.007
F 2.184 0.958 -2.226
H 1.761 3.153 -7.142
H 2.558 4.738 -7.185
H 3.214 3.425 -6.195
H 0.538 4.840 -5.754
H 1.965 5.081 -4.761

=====

54
Properties=species:S:1:pos:R:3 method="wB97M-V/def2-TZVPD" total_charge=0 multiplicity=9 homo_energy_ev="-9.1 / -9.2" e_tot_ev=-384319.9034 largest_force_ha_per_bohr=0.2287
Fe 0.791 0.769 -3.460
Fe 1.653 -1.342 -1.386
C 3.234 0.070 -2.762
O 2.723 1.139 -3.158
O 3.275 -0.118 -1.506
O 2.318 -0.670 -3.218
C -0.815 -0.442 -2.011
O -0.344 -1.571 -1.848
O -1.015 -0.148 -3.139
O 0.118 0.275 -1.523
O -2.836 3.720 4.172
C -1.998 3.971 3.331
O -1.749 3.139 2.366
C -2.238 1.814 2.166
C -2.369 1.215 0.764
C -1.227 5.162 3.290
H -3.118 1.692 2.798
H -1.477 1.306 2.759
H -3.380 1.256 0.359
H -1.973 0.202 0.843
H -1.587 1.510 0.064
H -1.549 5.889 2.545
H -0.146 5.058 3.202
H -1.145 5.638 4.267
O 1.804 -1.799 0.822
C 1.664 -2.203 1.978
O 0.694 -3.120 2.355
C -0.342 -3.672 1.495
C -1.444 -2.612 1.388
C 2.409 -1.657 3.176
H -0.763 -4.582 1.923
H 0.042 -3.936 0.510
H -1.242 -1.764 0.734
H -1.739 -2.214 2.359
H -2.371 -3.140 1.162
H 1.720 -1.362 3.968
H 2.855 -0.755 2.757
H 3.199 -2.395 3.316
Br 1.126 1.489 3.324
C 1.368 1.807 1.391
C 2.868 2.090 0.875
Br 3.740 3.241 2.159
H 0.708 2.609 1.062
H 0.978 0.867 1.003
H 2.911 2.589 -0.093
H 3.413 1.146 0.895
Br -2.783 -3.380 -7.286
C -1.674 -2.970 -5.670
C -0.600 -1.932 -6.005
Br 0.967 -2.950 -6.706
H -1.250 -3.885 -5.257
H -2.254 -2.474 -4.891
H -0.206 -1.503 -5.084
H -0.942 -1.067 -6.575

=====

21
Properties=species:S:1:pos:R:3 method="wB97M-V/def2-TZVPD" total_charge=0 homo_energy_ev=-8.6 e_tot_ev=-8391.3338 smiles="N/C=C/N.CCC" largest_force_ha_per_bohr=0.0214
C 2.031 0.385 -1.438
C 2.295 -0.560 -0.552
N 2.177 -0.474 0.852
N 2.074 0.096 -2.850
H 1.785 1.413 -1.178
H 2.594 -1.536 -0.937
H 2.808 -1.036 1.387
H 1.225 -0.599 1.153
H 2.906 0.520 -3.269
H 1.294 0.562 -3.300
C -1.618 -0.851 0.100
C -1.400 0.436 0.899
C -2.624 0.856 1.707
H -2.013 -1.588 0.809
H -0.694 -1.271 -0.294
H -2.352 -0.761 -0.699
H -1.096 1.257 0.246
H -0.569 0.282 1.590
H -2.437 1.758 2.289
H -3.493 1.048 1.077
H -2.891 0.064 2.411

=====

112
Properties=species:S:1:pos:R:3 method="wB97M-V/def2-TZVPD" total_charge=0 multiplicity=2 homo_energy_ev="-7.0 / -7.0" e_tot_ev=-97692.3010 largest_force_ha_per_bohr=0.0209
Re 0.148 0.077 0.231
C 6.560 -1.952 -3.132
C 5.749 -0.842 -3.337
C 4.632 -0.637 -2.539
C 4.315 -1.549 -1.534
C 5.131 -2.657 -1.329
C 6.252 -2.857 -2.126
C 3.076 -1.309 -0.736
C 3.141 -0.396 0.306
C 4.359 0.169 0.792
C 4.036 1.040 1.776
C 2.607 1.058 1.873
N 2.069 0.112 1.013
C 1.913 2.031 2.578
C 0.554 2.248 2.460
C -0.195 3.248 3.172
C -1.500 3.045 2.883
C -1.562 1.885 2.034
C -2.701 1.133 1.793
C -4.033 1.720 2.127
C -4.490 1.810 3.438
C -5.723 2.392 3.708
C -6.500 2.887 2.669
C -6.054 2.777 1.358
C -4.825 2.191 1.084
C -2.673 -0.173 1.339
N -1.572 -0.849 0.827
C -2.035 -2.116 0.491
C -1.331 -3.084 -0.204
C -1.996 -4.388 -0.496
C -3.092 -4.437 -1.355
C -3.714 -5.650 -1.622
C -3.249 -6.819 -1.033
C -2.150 -6.775 -0.184
C -1.524 -5.565 0.079
C -0.051 -2.894 -0.688
C 0.684 -3.824 -1.496
C 1.897 -3.277 -1.741
C 1.937 -2.030 -1.035
N 0.708 -1.769 -0.483
C -3.406 -2.239 0.882
C -3.804 -1.042 1.367
N -0.297 1.481 1.709
C 2.688 2.905 3.509
C 3.086 2.415 4.750
C 3.795 3.226 5.627
C 4.118 4.528 5.264
C 3.731 5.016 4.024
C 3.016 4.208 3.150
H 7.430 -2.111 -3.757
H 5.983 -0.139 -4.127
H 3.986 0.221 -2.692
H 4.885 -3.362 -0.542
H 6.882 -3.722 -1.961
H 5.341 -0.074 0.416
H 4.696 1.661 2.360
H 0.234 3.989 3.829
H -2.358 3.581 3.259
H -3.880 1.419 4.245
H -6.073 2.459 4.731
H -7.453 3.357 2.881
H -6.665 3.148 0.544
H -4.470 2.077 0.063
H -3.443 -3.520 -1.818
H -4.565 -5.679 -2.291
H -3.742 -7.762 -1.235
H -1.784 -7.683 0.279
H -0.672 -5.524 0.749
H 0.308 -4.776 -1.832
H 2.711 -3.696 -2.312
H -4.002 -3.128 0.764
H -4.786 -0.762 1.715
H 2.830 1.399 5.026
H 4.094 2.841 6.593
H 4.668 5.161 5.950
H 3.987 6.027 3.735
H 2.710 4.582 2.178
C -2.142 3.250 -2.072
C -1.104 2.490 -1.288
N -1.315 1.271 -0.930
N -2.600 0.785 -1.219
C -2.621 -0.172 -2.108
S -1.342 -0.739 -3.064
S -4.280 -0.850 -2.257
C -4.490 -0.753 -4.062
C -4.532 0.669 -4.556
C -3.424 1.243 -5.171
C -3.463 2.566 -5.602
C -4.609 3.327 -5.426
C -5.718 2.762 -4.803
C -5.675 1.445 -4.371
C 0.166 3.156 -0.993
C 0.249 4.541 -0.843
C 1.472 5.170 -0.703
C 2.638 4.402 -0.750
C 2.569 3.030 -0.908
C 1.329 2.388 -1.013
O 1.275 1.060 -1.145
H -2.708 2.584 -2.713
H -1.666 4.020 -2.676
H -2.851 3.729 -1.387
H -5.446 -1.252 -4.226
H -3.688 -1.324 -4.525
H -2.526 0.651 -5.303
H -2.591 3.000 -6.077
H -4.643 4.352 -5.774
H -6.617 3.349 -4.659
H -6.537 1.009 -3.877
H -0.662 5.128 -0.819
H 1.524 6.244 -0.579
H 3.606 4.881 -0.658
H 3.462 2.415 -0.922

=====

18
Properties=species:S:1:pos:R:3 method="wB97M-V/def2-TZVPD" total_charge=0 homo_energy_ev=-8.7 e_tot_ev=-10937.9718 smiles="C1=C[C@@H]2CN[C@@H]2C=CO1" largest_force_ha_per_bohr=0.1571
C -1.632 -0.810 -0.671
C -0.997 0.701 0.626
C 0.071 1.487 -0.017
C 1.376 1.313 -0.144
C 1.758 -1.096 -0.148
C 0.509 -1.456 0.276
C -0.812 -0.808 0.407
H -1.184 -0.669 -1.684
H -2.376 -1.557 -0.566
H -3.037 0.520 0.272
H -1.193 0.823 1.691
H -0.221 2.489 -0.018
H 2.018 2.180 -0.523
H 2.549 -1.815 -0.065
H 0.601 -2.579 0.231
H -1.187 -1.479 1.218
N -2.231 0.580 -0.280
O 2.251 0.254 -0.071

=====

113
Properties=species:S:1:pos:R:3 method="wB97M-V/def2-TZVPD" total_charge=+1 homo_energy_ev=-11.1 e_tot_ev=-654141.5191 largest_force_ha_per_bohr=0.0720
C 4.215 0.001 -0.096
O 4.059 -0.053 -1.545
C 3.129 -1.072 -1.901
C 1.661 -0.544 -2.028
N 1.341 0.659 -1.489
C 0.071 1.236 -1.504
C -0.111 2.598 -0.800
F 1.101 3.206 -0.506
F -0.822 3.513 -1.525
F -0.757 2.480 0.420
C -1.005 0.501 -2.149
C -2.477 1.028 -2.217
C -3.505 0.205 -1.329
C -3.096 0.064 0.202
S -3.617 -1.639 0.740
C -0.740 -0.850 -2.773
C 0.639 -1.370 -2.702
O 0.886 -2.618 -3.250
H 4.709 -0.949 0.260
H 4.801 0.924 0.136
H 3.230 0.087 0.446
H 3.110 -1.803 -1.031
H 3.464 -1.668 -2.791
H 2.089 1.174 -1.008
H -2.811 0.905 -3.291
H -2.598 2.114 -1.978
H -3.607 -0.818 -1.787
H -4.477 0.774 -1.350
H -3.619 0.851 0.815
H -1.995 0.164 0.388
H -2.647 -2.416 0.131
H -1.577 -1.426 -3.244
H 0.939 -3.317 -2.556
C 3.331 4.546 2.005
Cl 4.335 3.527 0.962
Cl 3.489 4.049 3.692
Cl 3.760 6.248 1.813
H 2.294 4.422 1.708
C -3.686 -5.553 1.855
Cl -5.077 -4.470 1.991
Cl -2.225 -4.621 1.494
Cl -3.475 -6.493 3.334
H -3.867 -6.242 1.035
C 5.760 8.820 -0.027
Cl 4.500 9.283 1.122
Cl 5.811 9.953 -1.382
Cl 7.332 8.733 0.773
H 5.520 7.834 -0.416
C 4.241 2.390 7.634
Cl 5.604 1.651 6.787
Cl 3.037 2.979 6.479
Cl 3.511 1.242 8.760
H 4.611 3.238 8.202
C -8.032 0.956 -1.541
Cl -6.796 2.170 -1.912
Cl -8.647 0.229 -3.029
Cl -7.390 -0.289 -0.461
H -8.856 1.451 -1.036
C -4.454 3.699 2.283
Cl -5.085 5.149 3.068
Cl -4.190 2.413 3.467
Cl -5.553 3.153 1.008
H -3.500 3.946 1.828
C 2.216 -5.438 -0.787
Cl 0.819 -4.359 -0.554
Cl 3.665 -4.504 -1.182
Cl 2.486 -6.423 0.646
H 1.999 -6.099 -1.620
C 0.807 8.996 -0.921
Cl -0.535 8.042 -1.575
Cl 0.207 10.302 0.105
Cl 1.920 7.962 -0.017
H 1.348 9.437 -1.752
C 0.989 -3.302 4.066
Cl 1.075 -3.786 2.365
Cl 0.164 -4.537 5.020
Cl 2.607 -2.996 4.707
H 0.417 -2.382 4.131
C 4.366 -8.203 -2.141
Cl 5.735 -8.910 -3.002
Cl 3.133 -7.648 -3.288
Cl 3.677 -9.365 -1.003
H 4.723 -7.344 -1.579
C -4.182 10.320 0.604
Cl -3.144 9.327 -0.428
Cl -4.010 9.848 2.298
Cl -3.808 12.035 0.395
H -5.215 10.159 0.309
C -8.560 -4.108 -0.005
Cl -7.533 -4.450 -1.403
Cl -9.220 -5.603 0.662
Cl -7.653 -3.224 1.229
H -9.387 -3.485 -0.332
C 0.207 -11.466 -0.875
Cl -1.286 -10.859 -0.150
Cl 0.542 -10.633 -2.398
Cl 1.562 -11.284 0.248
H 0.080 -12.523 -1.085
C 7.352 -11.668 -5.704
Cl 8.500 -12.880 -5.127
Cl 5.700 -12.116 -5.266
Cl 7.755 -10.072 -5.056
H 7.418 -11.623 -6.786
C -8.607 10.953 0.983
Cl -7.577 9.955 -0.055
Cl -8.427 10.478 2.675
Cl -8.226 12.664 0.772
H -9.640 10.794 0.691
C 7.924 -1.111 0.341
Cl 6.584 -2.066 -0.322
Cl 7.318 0.204 1.354
Cl 9.023 -2.142 1.257
H 8.474 -0.677 -0.489

=====

9
Properties=species:S:1:pos:R:3 method="wB97M-V/def2-TZVPD" total_charge=+1 homo_energy_ev=-14.4 e_tot_ev=-143704.2793 largest_force_ha_per_bohr=0.0730
C 1.818 -2.248 -0.745
C -0.882 -0.011 -0.911
N -1.098 0.444 0.103
Br 0.040 -3.104 -1.054
Br 2.112 -0.476 -1.067
H 2.089 -2.495 0.331
H -0.938 -0.503 -1.865
H -1.026 0.946 1.048
H 2.541 -2.781 -1.355

=====

16
Properties=species:S:1:pos:R:3 method="wB97M-V/def2-TZVPD" total_charge=+1 multiplicity=3 homo_energy_ev="-12.2 / -15.7" e_tot_ev=-9307.4786 largest_force_ha_per_bohr=0.1475
C 0.368 -1.479 -0.768
C 0.270 0.001 -1.292
C -0.007 -0.868 0.664
C -1.194 1.306 0.431
N 0.220 2.440 1.746
N -0.030 0.517 0.114
O -0.952 2.244 1.226
H -0.379 -2.167 -1.029
H 1.368 -2.097 -0.769
H 1.102 0.351 -1.817
H -0.563 0.292 -1.817
H -1.042 -1.100 0.939
H 0.767 -1.245 1.409
H -2.024 1.235 -0.190
H 0.066 3.094 2.610
H 0.670 1.152 0.570

=====

14
Properties=species:S:1:pos:R:3 method="wB97M-V/def2-TZVPD" total_charge=0 homo_energy_ev=-8.4 e_tot_ev=-25944.6908 smiles=SCC1CSC1 largest_force_ha_per_bohr=0.0917
C -0.714 -1.218 -0.268
C 0.581 -0.490 -0.135
C 0.124 0.856 0.514
C 1.121 -0.013 -1.460
H -0.090 -1.340 2.015
H -1.507 -0.960 -0.877
H -0.374 -2.142 -0.800
H 1.402 -1.110 0.456
H -1.018 0.564 0.438
H 0.382 1.308 1.567
H 0.332 -0.078 -2.315
H 2.188 -0.370 -1.603
S -1.479 -1.317 1.314
S 0.979 1.900 -0.738